A single C7H10 molecule, computed with ωB97M-V/def2-TZVPD.

Each line ends with the Mulliken charge.
Atoms and positions in Å:
C (1.6511, 0.5032, 0.4749)  -0.2558
C (-0.1402, 1.3339, -0.7630)  -0.5500
C (-1.2875, -2.1259, -0.2910)  -1.2268
C (0.0800, -0.0781, -0.3644)  -0.0157
C (0.6823, 1.7011, 0.4801)  -0.5787
C (-1.1313, -0.7102, 0.2896)  -0.3538
C (2.8561, 0.2381, 0.5198)  -0.1641
H (3.7859, -0.2275, 0.2666)  0.3849
H (-1.1644, 1.7122, -0.7910)  0.3194
H (-2.0326, -0.1248, 0.0459)  0.2922
H (-0.5194, -2.8013, 0.0951)  0.2987
H (0.4260, 1.5954, -1.6607)  0.2738
H (-1.1870, -2.0985, -1.3812)  0.3419
H (1.2779, 2.6082, 0.3704)  0.3407
H (-1.0862, -0.7620, 1.3860)  0.2874
H (-2.2757, -2.5371, -0.0575)  0.3774
H (0.0651, 1.7733, 1.3804)  0.2285

Orbital gap (spin up / spin down) in eV: 7.493 / 7.097
Multiplicity: 1

C30H55ClP2ReSi2Te as an isolated structure, computed with ωB97M-V/def2-TZVPD.

Each line ends with the Mulliken charge.
Atoms and positions in Å:
Re (-0.3308, 0.2051, -0.1562)  1.5544
Te (1.9002, 0.4842, 1.2268)  -0.1017
Cl (2.1573, -0.2110, -4.4874)  -0.6207
P (0.1949, 2.8649, -0.9165)  -0.6034
P (0.3079, -2.4121, -0.8911)  -0.0785
Si (-1.5157, -2.7499, 1.5294)  0.2901
Si (-1.5442, 3.1150, 1.5671)  -0.0226
C (-1.1700, 3.1625, 3.3983)  -1.3036
C (1.7231, 3.4902, -1.7832)  0.9650
C (-1.8588, -0.9885, 0.9628)  -0.1816
C (2.5322, -1.8373, 3.1957)  -0.4308
C (1.8375, -0.6245, 3.1030)  0.1736
C (2.4145, -4.3221, -1.0370)  -1.5670
C (0.0013, 3.7557, 0.6511)  -1.2494
C (-1.8553, 1.3521, 0.9717)  -0.1771
C (2.2162, 4.8113, -1.1912)  -1.5767
C (2.8441, 2.4486, -1.8085)  -0.9109
C (-1.2026, -2.5837, -3.3438)  -1.4235
C (-0.7204, -4.7549, -2.1899)  -1.8006
C (-1.1893, 3.6042, -2.0008)  1.1287
C (2.5257, -2.5401, 4.4086)  -0.5786
C (-1.6399, 0.1765, 1.7468)  -0.7885
C (0.1217, -3.2506, 0.7023)  -0.6797
C (-2.9933, 4.2356, 1.1897)  -1.1419
C (3.0119, -1.9336, -1.5194)  -0.7965
C (1.9199, -2.9997, -1.6280)  0.9716
C (1.1376, -0.1106, 4.2018)  -0.2030
C (-1.2770, -2.8552, 3.3809)  -1.1638
C (-2.8999, -3.9021, 1.0243)  -1.2147
C (-2.3230, -0.5267, -0.3308)  -0.1511
C (1.1412, -0.8184, 5.4110)  -0.4112
C (-0.9997, -3.2656, -1.9826)  1.2160
C (-2.3269, 0.8939, -0.3258)  -0.3758
C (0.0346, 0.2211, -2.0409)  -0.2097
C (1.8391, -2.0271, 5.5188)  -0.5440
C (-0.9954, 5.0952, -2.2747)  -1.7117
C (-1.3983, 2.8585, -3.3263)  -1.6248
H (-0.0883, 3.1838, 3.5876)  0.2920
H (-2.0860, 3.4765, -1.3747)  -0.1561
H (-1.3107, 0.1632, 2.7793)  0.1288
H (1.3896, 3.6497, -2.8236)  0.4455
H (-1.7545, 1.8325, -3.1872)  0.2859
H (-2.9961, -4.6611, 1.8145)  0.4278
H (-1.9224, -3.1583, -1.3923)  -0.2900
H (-2.9988, 5.0483, 1.9305)  0.3989
H (3.0750, 2.0757, -0.7976)  -0.0246
H (1.8484, -2.5695, 6.4662)  0.3508
H (-2.7476, -4.4119, 0.0652)  0.2924
H (-2.6898, 1.5286, -1.1208)  0.9320
H (-1.8551, 5.4446, -2.8648)  0.4800
H (0.9598, -2.9612, 1.3576)  -0.3775
H (-0.6533, -0.3927, -2.6299)  0.1753
H (-3.9266, 3.6672, 1.2989)  0.4056
H (-1.6075, 2.2930, 3.9051)  0.3625
H (-2.9660, 4.6800, 0.1869)  0.2755
H (-1.9952, -3.5864, 3.7769)  0.4709
H (3.3605, -4.5748, -1.5329)  0.5093
H (-1.7310, -3.2827, -4.0080)  0.5024
H (-1.5559, -5.1779, -2.7668)  0.5105
H (3.1222, 5.1114, -1.7319)  0.4957
H (1.6761, -3.1212, -2.6985)  0.4811
H (-2.1676, 3.3905, -3.9034)  0.4842
H (-2.6785, -1.1581, -1.1369)  0.7678
H (0.5967, -0.4238, 6.2719)  0.3846
H (0.1577, -4.3426, 0.5671)  0.9908
H (0.0707, 1.1545, -2.6088)  -0.0702
H (0.1928, -4.9057, -2.7809)  0.3962
H (-1.8306, -1.6874, -3.2717)  0.2847
H (3.9887, -2.4171, -1.6540)  0.4811
H (3.0123, -1.4182, -0.5444)  -0.1527
H (2.4720, 4.7011, -0.1300)  0.2720
H (-1.6178, 4.0746, 3.8180)  0.4715
H (-0.9544, 5.7048, -1.3634)  0.3212
H (-0.0909, 4.8400, 0.4784)  0.7662
H (3.0610, -3.4856, 4.4889)  0.3910
H (-0.2627, -3.1782, 3.6449)  0.2211
H (2.6117, -4.2246, 0.0384)  0.1995
H (2.5993, 1.6078, -2.4750)  0.1377
H (1.7202, -5.1539, -1.1973)  0.3056
H (-0.2482, -2.3118, -3.8165)  0.2484
H (3.0753, -2.2217, 2.3289)  0.3998
H (1.0214, -0.1978, -2.2893)  -0.6135
H (0.6052, 0.8370, 4.1138)  0.3153
H (-0.4821, 2.8382, -3.9317)  0.3209
H (-0.6467, -5.3269, -1.2563)  0.3219
H (0.8865, 3.5781, 1.2828)  0.5225
H (1.4851, 5.6210, -1.2961)  0.2943
H (2.9021, -1.1981, -2.3313)  -0.0020
H (-3.8372, -3.3313, 0.9800)  0.3932
H (-0.0936, 5.2818, -2.8733)  0.3678
H (3.7502, 2.9245, -2.2097)  0.4814
H (-1.4655, -1.8886, 3.8608)  0.2665

Orbital gap (spin up / spin down) in eV: 5.745 / 5.008
⟨S²⟩: 3.772
Multiplicity: 4

A 2-piece molecular cluster, C4H4N2O3 overall, computed with ωB97M-V/def2-TZVPD.

Each line ends with the Mulliken charge.
Atoms and positions in Å:
O (-4.7084, -1.1325, -1.2368)  -0.7308
O (-4.8381, -0.9051, 1.1477)  -0.5437
O (-2.8525, 3.0113, -0.3220)  -0.6585
N (-0.8016, 2.0315, 0.2286)  0.3707
N (-3.5044, -0.2545, 0.6588)  -0.4865
C (-1.9355, 2.3058, 0.0212)  0.0941
C (0.2067, -0.1095, -0.2432)  -0.9580
C (-4.3193, -0.7730, -0.1494)  0.7753
C (0.3751, 1.2933, 0.3478)  -0.5472
H (0.5823, 1.1898, 1.4442)  -0.1450
H (0.0512, -0.0452, -1.3261)  0.2128
H (1.1162, -0.7001, -0.0680)  0.3826
H (-0.6489, -0.6682, 0.1674)  0.2340

Orbital gap in eV: 5.165
Net charge: -2
Multiplicity: 1

An isolated ion of composition CH5N2S and charge +1, computed with ωB97M-V/def2-TZVPD.

Each line ends with the Mulliken charge.
Atoms and positions in Å:
S (-1.2273, 0.0244, -0.5929)  0.3299
N (-1.7361, 1.2154, -1.3892)  -0.3947
N (0.9869, -0.8419, 0.7414)  -0.3863
C (0.1096, 0.3294, 0.4874)  -0.3676
H (1.3275, -1.4041, -0.0318)  0.3464
H (1.8209, -0.3642, 1.2194)  0.4047
H (0.4017, -1.5084, 1.4442)  0.4386
H (0.6674, 1.2867, 0.2997)  0.3060
H (-2.3505, 1.2628, -2.1781)  0.3230

Orbital gap (spin up / spin down) in eV: 8.184 / 8.179
Net charge: +1
Multiplicity: 1

A 3-piece molecular cluster, C2H9NO4 overall, computed with ωB97M-V/def2-TZVPD.

Each line ends with the Mulliken charge.
Atoms and positions in Å:
O (0.2278, 0.6488, 0.6485)  -0.4625
O (0.3593, -1.4335, 1.4598)  -0.5968
O (-2.7783, 5.5330, 1.7423)  -0.6424
O (1.2884, -3.8512, 0.3086)  -0.6383
N (0.8817, -1.0841, -0.7378)  -0.1807
C (0.4860, -0.6860, 0.5202)  0.6464
C (0.4099, -0.4554, -1.9780)  -1.0204
H (0.2142, -1.2525, -2.6847)  0.3429
H (1.1545, 0.2246, -2.3865)  0.2989
H (-3.0002, 6.4120, 2.0842)  0.3213
H (0.5647, -3.4489, 0.8220)  0.3258
H (1.4630, -1.9125, -0.7689)  0.2658
H (-0.5379, 0.0463, -1.7801)  0.3973
H (1.1755, -4.8056, 0.3618)  0.3006
H (-2.5492, 4.9980, 2.5074)  0.3212
H (0.6405, 1.0669, -0.1187)  0.3207

SMILES: CNC(=O)O.O.O
Orbital gap in eV: 10.415
Multiplicity: 1

C31H35FeN2O2 as an isolated structure, computed with ωB97M-V/def2-TZVPD.

Each line ends with the Mulliken charge.
Atoms and positions in Å:
Fe (-2.1202, 0.8555, 1.5554)  0.3741
O (-3.1765, -1.9185, 1.2943)  -0.3910
O (-0.5099, 0.0254, -0.8797)  -0.3722
N (5.7748, -3.5889, 3.4801)  0.3380
N (5.9604, -2.6426, 1.5264)  0.2270
C (-2.8261, -0.8077, 1.3709)  0.4372
C (-3.7359, 1.7740, 2.3658)  -0.3066
C (0.0839, 0.7107, 2.9650)  -0.3054
C (4.7311, 0.3682, -3.1586)  -1.4909
C (5.5378, -4.3549, 7.1085)  -1.1579
C (-1.1486, 0.3685, 0.0315)  0.2734
C (5.0895, -0.6669, 0.4758)  1.3590
C (7.1369, -3.3769, 1.7526)  -0.7552
C (6.0919, -3.9715, 5.8809)  1.0226
C (-2.0458, 2.8560, 1.2044)  -0.5507
C (7.0139, -3.9735, 2.9354)  -0.6597
C (3.4512, -4.8971, 6.0386)  -1.0263
C (5.8701, -2.5197, -0.9330)  1.0524
C (-2.5743, 2.6006, 2.5081)  -0.8208
C (3.0979, -4.5671, 3.5815)  -1.3315
C (5.1209, -2.7207, 2.6273)  -0.2224
C (5.2800, -4.0360, 4.7294)  0.3902
C (5.5575, -1.7581, -2.0665)  -1.1022
C (4.2269, -4.8271, 7.2011)  0.5135
C (7.4571, -3.3567, 5.8566)  -1.5381
C (-2.8622, 2.1521, 0.2447)  -0.6610
C (5.6548, -1.9439, 0.3398)  0.2994
C (-1.1933, 0.1516, 3.2252)  -0.7512
C (3.9535, -4.4900, 4.7987)  1.1169
C (1.1867, -0.0014, 2.2691)  -0.9133
C (-3.9087, 1.4791, 0.9664)  -0.7197
C (4.8378, -0.0404, 1.7977)  -1.2580
C (4.8183, 0.0689, -0.6826)  -1.0156
C (5.0470, -0.4624, -1.9550)  0.6083
C (6.2838, -3.9482, -1.1161)  -1.5518
C (3.6344, -5.2522, 8.5083)  -1.4695
H (2.0608, -4.7696, 3.8779)  0.4200
H (2.4206, -5.2562, 6.0870)  0.4017
H (2.0771, -0.2285, 2.8854)  0.4092
H (4.9089, -0.1903, -4.0784)  0.3652
H (5.3475, 1.2736, -3.1794)  0.3413
H (3.1341, -3.6214, 3.0214)  0.2146
H (3.4025, -5.3817, 2.9087)  0.3299
H (7.9613, -3.3887, 1.0602)  0.6543
H (7.3383, -4.1417, -0.8644)  0.3241
H (4.3336, -5.0943, 9.3312)  0.3628
H (6.1357, -4.2449, 8.0136)  0.2944
H (7.8021, -3.2024, 6.8900)  0.3971
H (-1.1893, 3.4840, 0.9791)  0.4741
H (-4.7245, 0.9191, 0.5174)  0.5814
H (2.7165, -4.6950, 8.7249)  0.3521
H (3.8381, 0.4123, 1.8122)  0.2295
H (-1.3056, -0.9519, 3.2491)  0.4091
H (-2.1855, 3.0176, 3.4267)  0.5656
H (-4.3931, 1.4644, 3.1704)  0.4547
H (4.8868, -0.7799, 2.6222)  0.0818
H (-1.7925, 0.6584, 4.0079)  0.3689
H (1.5138, 0.6179, 1.4172)  0.2201
H (7.6724, -4.6686, 3.4266)  0.6606
H (4.4155, 1.0788, -0.5725)  0.4530
H (7.4421, -2.3668, 5.3761)  0.3298
H (3.3676, -6.3143, 8.4823)  0.3362
H (3.6844, 0.6905, -3.1411)  0.3379
H (5.5692, 0.7609, 1.9908)  0.4286
H (0.2671, 1.7475, 3.2896)  0.3313
H (6.1551, -4.2234, -2.1754)  0.3949
H (0.8071, -0.9451, 1.8428)  0.2609
H (8.2197, -3.9788, 5.3632)  0.3205
H (-2.7657, 2.2168, -0.8362)  0.6301
H (5.6516, -4.6361, -0.5341)  0.3187
H (5.6926, -2.1977, -3.0558)  0.3046

Orbital gap (spin up / spin down) in eV: 4.406 / 3.544
⟨S²⟩: 6.136
Net charge: +1
Multiplicity: 5

Respective E_tot values: -272.480850; -3244.246281; -489.874415; -548.403218; -437.334567; -2725.480344 hartree.
Respective ΔE to the lowest compared entry with this formula, charge and spin values: 148.8; 7.4; 0.0; 84.3; 8.1; 0.0 kcal per mole.
Respective F_max values: 1.36; 5.07; 2.11; 4.10; 0.96; 5.54 eV/A.